1.
A 6-piece molecular cluster, C17H33Br6N3O overall, computed with ωB97M-V/def2-TZVPD.

Relative energy (zero: lowest compared OMol25 entry of this formula, charge and spin)   0.00 kJ/mol
HOMO   -8.68 eV
Gap between HOMO and LUMO   8.75 eV

ORCA input file:
```
! RIJCOSX wB97M-V def2-TZVPD def2/J DEFGRID3
* xyz 0 1
C -13.8867 15.7866 25.4071
N -12.8530 14.8526 25.0110
C -12.7859 13.5968 25.7256
C -11.8993 15.1875 24.1347
O -10.8981 14.5370 23.8921
H -13.8599 15.9537 26.4871
H -14.8862 15.3629 25.2149
H -13.7955 16.7058 24.8390
H -12.4824 13.7657 26.7638
H -13.7572 13.0923 25.7247
H -12.0756 12.9240 25.2569
H -12.0948 16.1540 23.6381
Br -9.9007 13.4094 28.5571
C -10.7326 13.2437 30.3077
C -10.5508 11.8508 30.8818
Br -11.8195 10.6010 30.1107
H -11.7811 13.4559 30.1173
H -10.3345 14.0231 30.9480
H -10.7978 11.8661 31.9410
H -9.5564 11.4566 30.7156
Br -15.1816 5.6301 30.3881
C -15.5671 7.4753 30.9214
C -15.8121 7.5684 32.3924
Br -14.2270 7.2561 33.4358
H -16.4760 7.6892 30.3679
H -14.7317 8.0747 30.5802
H -16.5941 6.8772 32.7003
H -16.1834 8.5594 32.6574
Br -18.0045 10.9327 37.3310
C -16.9000 12.4478 36.8574
C -17.0811 12.7329 35.3937
Br -16.2141 14.4341 34.9603
H -15.8637 12.2457 37.1056
H -17.2388 13.2877 37.4576
H -18.1206 12.8480 35.1213
H -16.5627 12.0036 34.7824
C -11.7750 14.0782 36.5483
C -12.6726 12.9762 36.0154
C -12.2708 12.6242 34.5780
C -12.3867 13.7478 33.6543
N -12.4747 14.6077 32.9045
H -11.8992 15.0013 35.9793
H -10.7239 13.7991 36.4103
H -11.9200 14.2575 37.6111
H -13.7145 13.2749 36.0904
H -12.4701 12.0693 36.5893
H -12.8975 11.8304 34.1570
H -11.2445 12.2574 34.5633
C -15.2996 11.4505 32.0315
C -14.6335 12.5985 31.2767
C -15.3139 12.9179 29.9230
C -14.4905 13.8490 29.1303
N -13.8122 14.5277 28.4899
H -14.9562 10.4862 31.6616
H -16.3827 11.5734 32.1012
H -14.9754 11.5241 33.0779
H -13.6122 12.3222 31.0308
H -14.5741 13.4738 31.9187
H -16.3122 13.3390 30.0191
H -15.3098 12.0006 29.3247
*
```

=====

2.
C17H33IrO as an isolated structure, computed with ωB97M-V/def2-TZVPD.

⟨S²⟩   6.007
Relative energy (zero: lowest compared OMol25 entry of this formula, charge and spin)   0.00 kJ/mol
HOMO (alpha / beta)   -14.94 / -17.24 eV
Gap between HOMO and LUMO (alpha / beta)   8.71 / 6.75 eV

ORCA input file:
```
! RIJCOSX wB97M-V def2-TZVPD def2/J DEFGRID3
* xyz 2 5
C 1.6157 2.3372 0.1650
H 1.7816 2.7312 1.1850
H 2.3320 2.6618 -0.5991
H 1.7365 1.2977 0.1793
C 0.1708 2.6286 -0.2464
H -0.3694 1.8071 -0.7847
H -0.4329 2.8085 0.6302
C 0.4091 3.8390 -1.0726
H -0.4997 4.3784 -1.3349
H 1.0701 4.4895 -0.4692
H 0.9865 3.5659 -1.9882
C -0.5064 -2.3213 -0.8724
C -0.9132 -1.2614 -1.7810
C 0.2842 -0.5651 -2.2195
C 1.4152 -1.1740 -1.5749
C 0.9498 -2.2240 -0.7054
C 1.8369 -3.0523 0.1623
C 2.8664 -0.9037 -1.9385
C 0.4042 0.4987 -3.2939
C -2.2957 -0.8120 -2.0939
C -1.3823 -3.0839 0.0439
Ir -0.0911 -0.5688 -0.0779
H 3.5375 -1.1588 -1.1142
H 3.1746 -1.5041 -2.8078
H 3.0306 0.1481 -2.2096
H 2.8180 -2.5751 0.2892
H 1.3890 -3.1901 1.1460
H 1.9944 -4.0327 -0.2886
H -2.3310 -2.5528 0.2396
H -1.6164 -4.0558 -0.3992
H -0.9045 -3.2581 1.0298
H -2.3043 0.1957 -2.5372
H -2.7744 -1.5047 -2.7916
H -2.9085 -0.7661 -1.1797
H 1.2664 1.1503 -3.1181
H 0.5449 0.0347 -4.2777
H -0.4955 1.1085 -3.3330
C -2.8233 -0.6676 2.3666
C -2.1647 0.5663 1.7548
O -0.7082 0.5231 1.7089
C -0.1794 0.2638 3.0496
C 0.9991 1.1519 3.3661
H -2.2396 -1.5704 2.2055
H -3.7967 -0.7981 1.8949
H -2.9691 -0.5193 3.4346
H -2.4683 0.6944 0.6995
H -2.4276 1.4837 2.3188
H -1.0026 0.4458 3.7687
H 0.0904 -0.8054 3.0810
H 0.7380 2.2101 3.2529
H 1.3063 0.9879 4.4075
H 1.8566 0.9176 2.7295
*
```

=====

3.
C17H33NO3P2Ru as an isolated structure, computed with ωB97M-V/def2-TZVPD.

⟨S²⟩   6.055
Relative energy (zero: lowest compared OMol25 entry of this formula, charge and spin)   0.00 kJ/mol
HOMO (alpha / beta)   -4.03 / -7.06 eV
Gap between HOMO and LUMO (alpha / beta)   3.94 / 2.37 eV

ORCA input file:
```
! RIJCOSX wB97M-V def2-TZVPD def2/J DEFGRID3
* xyz 0 5
Ru 0.1888 0.0806 0.0886
P 2.3686 -0.0957 -0.1089
P -2.3398 0.1421 0.2282
N 0.0092 1.0705 -1.4084
H 1.3373 -2.2911 2.0905
C 3.0824 -1.5533 -0.9425
H 4.1785 -1.4744 -0.9438
H 2.7226 -1.5930 -1.9770
H 2.7823 -2.4684 -0.4194
C 3.3052 -0.0619 1.4426
H 4.3606 -0.2555 1.2214
H 2.9209 -0.8351 2.1152
H 3.2065 0.9157 1.9246
C 3.1295 1.2549 -1.0684
H 4.2200 1.2149 -0.9728
H 2.7594 2.2153 -0.7001
H 2.8489 1.1437 -2.1195
C -3.3528 -1.2122 -0.4757
H -4.4224 -0.9821 -0.3423
H -3.1044 -2.1521 0.0339
H -3.1257 -1.3044 -1.5454
C -3.0211 0.2428 1.9169
H -4.1180 0.2395 1.8549
H -2.6809 1.1645 2.4020
H -2.6739 -0.6217 2.4934
C -3.0839 1.5992 -0.5849
H -4.1556 1.6448 -0.3503
H -2.9417 1.5029 -1.6659
H -2.5803 2.5042 -0.2316
C -0.0150 1.8539 -2.4840
C 0.0222 2.1250 -4.8952
C -0.0115 1.2891 -3.7967
C -0.0090 3.2745 -2.3218
C 0.0242 4.0864 -3.4374
C 0.0392 3.5195 -4.7222
H 0.0382 1.6995 -5.8995
H -0.0220 0.1962 -3.8633
H -0.0141 3.6480 -1.2911
H 0.0415 5.1702 -3.3087
H 0.0647 4.1686 -5.5949
C 0.2679 -2.5513 1.9242
O -0.2933 -1.6411 0.9981
C 0.1534 -3.9348 1.2599
H -0.1974 -4.6956 1.9678
H 1.1338 -4.2383 0.8742
H -0.5572 -3.8841 0.4231
C -0.4582 -2.4740 3.2630
H -1.4268 -2.9860 3.1921
H -0.6151 -1.4397 3.5881
H 0.1437 -2.9786 4.0277
C 0.6207 2.0085 3.6928
O 0.4894 1.0954 2.5940
C 0.2303 1.6467 1.3338
O -0.0391 2.8161 1.1479
H 0.4415 3.0505 3.4314
H 1.6214 1.9046 4.0955
H -0.0818 1.7085 4.4597
*
```

=====

4.
C17H34AsN4O4S2V as an isolated structure, computed with ωB97M-V/def2-TZVPD.

⟨S²⟩   2.010
Relative energy (zero: lowest compared OMol25 entry of this formula, charge and spin)   0.00 kJ/mol
HOMO (alpha / beta)   -13.85 / -13.85 eV
Gap between HOMO and LUMO (alpha / beta)   7.22 / 8.20 eV

ORCA input file:
```
! RIJCOSX wB97M-V def2-TZVPD def2/J DEFGRID3
* xyz 2 3
V -0.9273 -0.7761 0.1671
N 0.3703 0.7833 0.7580
C 1.5626 0.1032 1.3328
C 1.0842 -0.9305 2.3358
N 0.0869 -1.8345 1.6926
C -0.9380 -2.3797 2.6221
C -1.8769 -1.2583 3.0303
N -2.2676 -0.4930 1.8150
H -0.0789 1.3530 1.4975
H 0.6515 1.4132 0.0112
H 2.2289 0.8161 1.8181
H 2.1112 -0.3784 0.5203
H 0.6121 -0.4301 3.1795
H 1.9286 -1.5032 2.7209
H 0.5799 -2.6206 1.2679
H -0.4730 -2.8397 3.4962
H -1.4795 -3.1544 2.0782
H -1.4022 -0.5593 3.7188
H -2.7495 -1.6638 3.5396
H -2.3824 0.4909 2.0736
H -3.1672 -0.8159 1.4683
C 4.6201 -0.8697 -6.4263
C 3.6189 -1.1733 -5.3526
C 2.8140 -0.1708 -4.8150
C 1.8826 -0.4532 -3.8304
C 1.7584 -1.7644 -3.3864
C 2.5465 -2.7894 -3.9043
C 3.4717 -2.4806 -4.8788
S 0.5675 -2.1823 -2.1935
O 1.0155 -3.1798 -1.2694
O 0.1802 -0.8826 -1.5623
N -0.6972 -2.7990 -2.9907
C -1.7465 -1.9616 -3.5824
C -3.0169 -1.8772 -2.6964
C -2.5687 -1.4768 -1.3344
O -2.0621 -2.3392 -0.5526
O -2.4657 -0.2495 -0.9746
H 4.7595 0.2015 -6.5530
H 4.2878 -1.2829 -7.3804
H 5.5836 -1.3235 -6.1956
H 2.9204 0.8464 -5.1686
H 1.2668 0.3318 -3.4144
H 2.4437 -3.8031 -3.5391
H 4.0983 -3.2653 -5.2832
H -0.9687 -3.7007 -2.6172
H -2.0182 -2.3698 -4.5534
H -1.3362 -0.9659 -3.7487
H -3.5032 -2.8507 -2.6448
H -3.7032 -1.1435 -3.1143
C -1.1085 3.9690 6.1969
As -1.1348 3.9871 4.2794
C -2.8530 4.6576 3.7427
C 0.1780 5.2652 3.7059
S -0.7500 2.0564 3.5120
H -1.2890 4.9739 6.5758
H -0.1352 3.6139 6.5286
H -1.8819 3.2908 6.5504
H -3.0066 5.6473 4.1708
H -3.6217 3.9767 4.1014
H -2.8886 4.7141 2.6570
H -0.0285 6.2293 4.1688
H 0.1346 5.3589 2.6232
H 1.1623 4.9129 4.0062
*
```

=====

5.
C17H34ClLi3NNbO8 as an isolated structure, computed with ωB97M-V/def2-TZVPD.

HOMO   -5.02 eV
Gap between HOMO and LUMO   1.59 eV

ORCA input file:
```
! RIJCOSX wB97M-V def2-TZVPD def2/J DEFGRID3
* xyz 0 1
C -1.5156 -0.3074 5.6800
C -1.2048 -1.4785 4.6711
C -0.6822 -0.8028 3.3404
C -1.2264 -1.5290 2.0441
C -0.1296 -2.3889 1.3430
C 0.7344 -1.5976 0.3087
C 1.4448 -0.3328 0.8656
C 0.4774 0.9023 0.9105
Nb 1.1803 2.7087 -0.2768
C -0.9544 3.4814 -0.3313
C -1.8575 3.0547 0.8894
C -2.8928 1.9417 0.4868
O -3.5345 1.3616 1.6467
H -2.1587 0.4656 5.2205
H -0.5786 0.1902 6.0170
H -2.0396 -0.7083 6.5904
H -2.0903 -2.1196 4.5088
H -0.3508 -2.0554 5.1017
H 0.4256 -0.8136 3.3598
H -1.0113 0.2609 3.3691
H -2.0658 -2.1858 2.3827
H -1.6757 -0.7527 1.3989
H 0.4995 -2.9342 2.0876
H -0.6679 -3.1885 0.7703
H 1.5599 -2.2852 -0.0211
H 0.1629 -1.3724 -0.6218
H 2.3051 -0.1086 0.1958
H 1.8883 -0.4652 1.8862
H -0.5013 0.5675 0.4975
H 0.3043 1.2337 1.9652
H 0.9159 1.8400 -1.8601
H 1.7359 4.1710 -1.1964
H 1.5121 3.6500 1.2610
H 2.9227 2.1154 -0.2656
H -1.4265 3.0803 -1.2568
H -0.9436 4.5956 -0.3674
H -1.3042 2.8030 1.8201
H -2.4917 3.9418 1.1479
H -2.4485 1.1601 -0.1616
H -3.7086 2.4589 -0.0602
H -2.8556 1.0859 2.2643
C -1.3815 -3.8573 -4.4776
C -1.1209 -3.8073 -3.1117
C 0.1731 -3.9775 -2.6411
C 1.2109 -4.1848 -3.5355
C 0.9481 -4.2290 -4.9024
C -0.3466 -4.0716 -5.3755
H -2.3918 -3.7257 -4.8408
H -1.9291 -3.6330 -2.4137
H 0.3738 -3.9406 -1.5778
H 2.2309 -4.3058 -3.1613
H 1.7629 -4.3848 -5.6071
H -0.5471 -4.1109 -6.4383
Li 3.1190 -5.4967 -4.6998
O 4.1054 5.5568 -0.6505
Cl 3.9073 6.2538 -1.9175
O 4.1716 5.3405 -3.0066
O 4.8208 7.3775 -1.9878
O 2.5574 6.7289 -1.9944
Li -0.8993 -1.3122 8.1222
Li 5.9633 4.7568 -0.6987
N -0.6159 -0.1449 -3.1781
O -1.1539 0.5372 -2.2751
O 0.5873 -0.4740 -3.0893
O -1.2983 -0.5395 -4.1537
*
```

=====

6.
An isolated ion of composition C17H34N and charge +1, computed with ωB97M-V/def2-TZVPD.

Relative energy (zero: lowest compared OMol25 entry of this formula, charge and spin)   1473.97 kJ/mol
HOMO   -11.91 eV
Gap between HOMO and LUMO   9.57 eV

ORCA input file:
```
! RIJCOSX wB97M-V def2-TZVPD def2/J DEFGRID3
* xyz 1 1
C -5.3348 -0.4928 -1.4674
C -4.6863 -0.2399 -0.5236
C -4.0290 0.1741 0.7094
N -2.8589 0.5196 0.5914
C -2.2661 0.7036 2.0201
C -2.9332 2.0944 -0.1569
C -1.9974 -0.3573 -0.4055
C -2.0366 -1.8267 0.3216
C -0.6662 -2.4185 -0.4957
C 0.5151 -2.1634 0.3980
C 1.7059 -2.7301 -0.5899
C 2.9645 -2.3678 0.3668
C 3.3591 -0.8795 0.5926
C 3.3191 -0.0408 -0.5217
C 3.7740 1.5240 -0.6220
C 2.9048 2.1244 0.5444
C 1.3824 2.0014 0.0680
C 1.2628 3.0788 -1.2915
H -5.8553 -0.6845 -2.5003
H -4.0884 -0.8493 1.3277
H -4.7498 0.6625 1.1138
H -2.7941 1.5479 2.3186
H -1.2334 1.2752 1.6255
H -2.0519 -0.1485 2.3962
H -3.5058 2.7290 0.3256
H -1.8483 2.0815 -0.4937
H -3.3872 1.8562 -1.0793
H -2.5080 -0.2500 -1.2472
H -0.9424 0.1004 -0.3404
H -1.8326 -2.0290 1.3322
H -2.9265 -2.3470 -0.0203
H -0.5632 -2.4028 -1.4486
H -0.9224 -3.5073 -0.4877
H 0.8036 -1.1965 0.3985
H 0.6202 -2.7718 1.3171
H 1.5979 -3.9430 -0.6199
H 1.6620 -2.2019 -1.5597
H 2.9639 -2.9589 1.3828
H 3.7881 -2.8867 -0.3921
H 2.5138 -0.5050 1.3526
H 4.4219 -1.0143 1.1820
H 2.4063 -0.0826 -0.9196
H 4.0875 -0.4480 -1.3922
H 4.8054 1.5559 0.1232
H 3.8904 1.9106 -1.4900
H 3.1782 2.9899 0.6607
H 2.7998 1.5607 1.5415
H 0.9331 1.1494 -0.1486
H 0.8229 2.7544 0.8554
H 1.6236 2.3252 -1.9499
H 1.7236 3.8590 -1.1290
H 0.1879 3.1660 -1.5728
*
```

=====

7.
A 6-piece molecular cluster, C17H34O20S overall, computed with ωB97M-V/def2-TZVPD.

HOMO   -10.65 eV
Gap between HOMO and LUMO   10.50 eV

ORCA input file:
```
! RIJCOSX wB97M-V def2-TZVPD def2/J DEFGRID3
* xyz 0 1
C -1.0141 -3.8102 -6.2654
S -1.3006 -2.0648 -6.3234
O -1.2094 -1.6134 -7.6717
O -0.4603 -1.4771 -5.3334
O -2.8124 -1.8297 -5.8020
C -3.7192 -2.8822 -5.7843
O -3.9523 -3.4351 -4.7672
O -4.3261 -3.0824 -6.9659
H -0.3129 -3.9825 -7.0785
H -1.8903 -4.4297 -6.4338
H -0.5546 -4.0405 -5.3110
H -3.7284 -3.5338 -7.5819
C -4.2996 -3.6553 -1.9215
O -4.2387 -3.4716 -0.5022
C -3.0294 -3.6924 0.0101
O -2.0551 -4.0366 -0.6069
O -3.0789 -3.4615 1.3212
C -1.8298 -3.6450 1.9931
H -5.3206 -3.4432 -2.2227
H -3.6250 -2.9645 -2.4139
H -4.0455 -4.6781 -2.1897
H -1.0809 -2.9598 1.6011
H -1.4850 -4.6717 1.8891
H -2.0170 -3.4255 3.0397
C -2.7861 1.4204 1.1508
O -2.9130 1.6453 -0.2573
C -2.3084 0.7311 -1.0126
O -1.6740 -0.1982 -0.5838
O -2.4766 1.0515 -2.2895
C -1.8303 0.1636 -3.2133
H -3.2834 2.2562 1.6327
H -3.2724 0.4895 1.4352
H -1.7389 1.4015 1.4464
H -2.2120 -0.8476 -3.0922
H -0.7524 0.1714 -3.0752
H -2.0681 0.5260 -4.2070
C 3.3178 4.4631 2.5528
O 2.8650 4.5078 1.1964
C 1.5673 4.2540 1.0396
O 0.7833 4.0055 1.9190
O 1.2910 4.3095 -0.2613
C -0.0776 4.0569 -0.5963
H 4.3792 4.6885 2.5221
H 2.8009 5.2073 3.1549
H 3.1670 3.4727 2.9735
H -0.7334 4.8065 -0.1589
H -0.3730 3.0646 -0.2602
H -0.1425 4.1053 -1.6786
C 5.4416 3.1299 0.1788
O 4.4987 2.2812 -0.4811
C 3.5981 1.7307 0.3257
O 3.5349 1.8876 1.5227
O 2.7747 0.9862 -0.3984
C 1.7543 0.3385 0.3685
H 6.1037 3.5017 -0.5967
H 4.9333 3.9640 0.6588
H 6.0146 2.5686 0.9140
H 1.1379 1.0802 0.8751
H 2.1902 -0.3452 1.0952
H 1.1376 -0.2180 -0.3300
C 2.1244 -1.5501 7.6570
O 2.0326 -1.3101 6.2521
C 2.2270 -0.0353 5.9015
O 2.4613 0.8682 6.6614
O 2.1172 0.0548 4.5826
C 2.3026 1.3779 4.0539
H 1.9474 -2.6128 7.7926
H 3.1145 -1.2928 8.0277
H 1.3692 -0.9807 8.1951
H 3.2998 1.7450 4.2839
H 1.5491 2.0516 4.4624
H 2.1919 1.3130 2.9807
*
```

=====

8.
C17H34O2P2Zr as an isolated structure, computed with ωB97M-V/def2-TZVPD.

Relative energy (zero: lowest compared OMol25 entry of this formula, charge and spin)   376.96 kJ/mol
HOMO (alpha / beta)   -11.03 / -11.02 eV
Gap between HOMO and LUMO (alpha / beta)   4.41 / 4.41 eV

ORCA input file:
```
! RIJCOSX wB97M-V def2-TZVPD def2/J DEFGRID3
* xyz 2 1
P 1.0680 -2.0067 -1.5224
P 0.9021 2.1783 -1.7857
C 1.0775 -0.6547 -2.8113
C 1.6146 0.8018 -2.7407
H -0.0012 -0.6075 -3.1291
H 1.7094 -1.1350 -3.5781
H 2.7057 0.8552 -2.5292
H 1.4865 1.2185 -3.7642
C -0.7927 2.6511 -2.2172
H -1.2971 3.0413 -1.3092
H -1.3753 1.7684 -2.5878
H -0.8134 3.4764 -2.9541
C 1.9183 3.6581 -1.9213
H 2.0102 3.9084 -2.9973
H 2.9064 3.4374 -1.4844
H 1.4343 4.4833 -1.3703
C 0.3568 -3.4198 -2.4367
H 0.4609 -4.3629 -1.8807
H 0.8427 -3.5622 -3.4117
H -0.7138 -3.2350 -2.6239
C 2.7074 -2.2682 -0.8822
H 3.0127 -1.3698 -0.3268
H 3.4153 -2.4574 -1.7058
H 2.7611 -3.1452 -0.2164
Zr -1.3666 0.2637 -4.8862
C -0.3307 1.7647 -6.0593
C -1.7586 1.9451 -6.1155
C -2.7123 0.8893 -6.7390
C -2.2335 -0.5715 -7.1134
C -1.4903 -1.4529 -6.1308
C -0.1135 -1.1975 -5.7643
C 0.8684 -0.4314 -6.6400
C 0.4379 0.9637 -7.1036
C -0.2512 -1.4693 -0.4375
H 0.3064 2.5230 -5.5594
H -2.2874 2.8210 -5.6864
H -3.0770 1.2982 -7.7026
H -3.5900 0.7669 -6.0663
H -3.1957 -1.1135 -7.1923
H -1.8090 -0.5615 -8.1232
H -2.0213 -2.4091 -5.8597
H 0.3757 -1.9051 -5.0708
H 1.0837 -1.0185 -7.5469
H 1.8407 -0.3568 -6.1129
H 1.3851 1.5171 -7.2720
H -0.1127 0.9490 -8.0584
H 0.1608 -1.2765 0.5562
H -1.0618 -2.2067 -0.3653
H -0.6638 -0.5166 -0.8071
C 0.3302 1.8928 2.1487
O 0.1386 2.3283 0.7828
C 0.9492 1.6350 -0.0293
O 1.6800 0.7333 0.3768
H 1.3970 1.9179 2.3923
H -0.0483 0.8745 2.2830
H -0.2381 2.6075 2.7259
*
```

=====

no.,DFT total energy (Ha)
1,-16351.1298
2,-846.2727
3,-1725.4067
4,-5163.9612
5,-1863.6691
6,-722.0441
7,-2571.1630
8,-1547.5743